Entry 1:
Formula: C18H21Cl2FNO5PS
Source: OMol25
Level of theory: ωB97M-V with the def2-TZVPD basis set

energy	-2889.23133	Eh
LUMO	-0.975	eV
SMILES	C[C@@H](F)c1c(Cl)c([PH2]=S)cc2c1C(=O)N(CC(=O)Cl)C2=O.CC(C)=O.CC(C)=O
energy relative to the best compared isomer or geometry (same formula, charge and spin)	11.67	kcal per mole
gap between HOMO and LUMO	7.747	eV
molecular weight	484.31	Da
HOMO	-8.722	eV

Last column: Mulliken charge in e.
Element x y z (Å)
C (1.619, 2.468, 3.830)  -1.18
C (1.050, 1.108, 3.355)  0.31
F (-0.257, 1.199, 2.933)  -0.34
C (1.982, 0.425, 2.360)  -0.05
C (1.832, 0.395, 0.978)  0.37
Cl (0.488, 1.232, 0.248)  -0.13
C (2.747, -0.293, 0.171)  0.38
P (2.625, -0.444, -1.681)  0.40
S (4.245, -1.181, -2.484)  -0.44
C (3.835, -0.942, 0.707)  -0.67
C (4.004, -0.894, 2.069)  -0.16
C (3.086, -0.223, 2.871)  0.65
C (3.564, -0.345, 4.331)  0.01
O (3.229, 0.327, 5.262)  -0.48
N (4.456, -1.454, 4.276)  0.00
C (3.705, -2.706, 4.498)  -0.37
C (3.443, -3.007, 5.987)  0.27
O (2.689, -3.895, 6.254)  -0.44
Cl (4.192, -2.062, 7.282)  -0.13
C (5.082, -1.498, 2.976)  -0.14
O (6.186, -1.876, 2.723)  -0.51
H (0.996, 3.312, 3.524)  0.41
H (1.627, 2.465, 4.925)  0.28
H (2.668, 2.581, 3.542)  0.32
H (1.040, 0.469, 4.245)  0.23
H (2.213, 0.777, -2.245)  0.11
H (1.591, -1.379, -1.916)  0.13
H (4.559, -1.462, 0.085)  0.30
H (2.707, -2.694, 4.028)  0.34
H (4.248, -3.528, 4.020)  0.52
C (-1.578, 2.213, -4.640)  -1.14
C (-1.382, 1.342, -3.427)  0.73
C (-2.600, 1.047, -2.592)  -0.67
O (-0.294, 0.897, -3.136)  -0.48
H (-0.625, 2.344, -5.149)  0.30
H (-2.283, 1.740, -5.326)  0.31
H (-1.954, 3.192, -4.339)  0.34
H (-3.343, 0.526, -3.198)  -0.02
H (-3.020, 1.977, -2.203)  0.37
H (-2.318, 0.411, -1.753)  0.28
C (-7.224, 0.023, -5.444)  -1.17
C (-6.030, -0.137, -4.539)  0.88
C (-6.294, -0.600, -3.127)  -1.03
O (-4.908, 0.095, -4.929)  -0.54
H (-6.891, 0.359, -6.424)  0.30
H (-7.739, -0.932, -5.556)  0.33
H (-7.908, 0.766, -5.031)  0.33
H (-6.769, -1.582, -3.140)  0.34
H (-6.939, 0.116, -2.615)  0.31
H (-5.353, -0.674, -2.587)  0.24

Forces on the atoms, in the same order (eV/Å):
C -0.2 -0.2 0.5
C 0.9 0.1 0.8
F 0.0 0.1 -0.1
C -0.8 0.5 0.2
C -0.2 0.0 -0.2
Cl 0.4 -0.3 -0.2
C -0.6 0.3 -1.2
P 0.4 -0.8 -0.4
S 0.0 0.3 0.1
C 0.8 -0.2 0.3
C 0.4 0.1 0.6
C 0.9 -0.1 0.6
C -1.1 0.3 -2.0
O 0.3 -0.7 0.0
N 0.9 -0.8 1.5
C 0.5 0.6 0.8
C -0.7 -1.1 -0.1
O 0.5 0.5 0.0
Cl 0.0 -0.1 -0.7
C -1.0 0.9 -1.1
O -0.7 -0.2 0.3
H 0.2 -0.2 -0.3
H -0.1 0.1 -0.2
H -0.3 0.2 -0.2
H -0.2 0.0 -0.3
H -0.2 -0.1 0.4
H -0.3 0.7 0.3
H -0.2 0.1 -0.1
H 0.2 0.1 0.1
H 0.0 0.0 0.5
C 0.3 -0.1 -0.1
C 0.0 0.0 0.0
C 0.2 -0.2 0.2
O 0.1 0.0 0.0
H 0.0 0.0 0.0
H -0.2 0.1 0.1
H -0.2 -0.1 -0.1
H -0.1 0.2 -0.1
H -0.1 0.0 -0.1
H 0.0 0.0 0.0
C 0.2 0.1 -0.2
C 0.0 0.0 0.0
C 0.3 0.0 0.0
O 0.0 0.0 0.0
H 0.0 0.0 0.0
H -0.1 0.1 0.1
H -0.1 -0.1 0.1
H -0.2 0.1 0.0
H -0.1 -0.1 0.0
H 0.0 0.0 0.0

***

Entry 2:
Formula: C34H48IrN3P
Source: OMol25
Level of theory: ωB97M-V with the def2-TZVPD basis set

multiplicity	5
energy	-1934.06319	Eh
LUMO (alpha / beta)	2.366 / 1.385	eV
gap between HOMO and LUMO (alpha / beta)	2.204 / 5.500	eV
charge	-1
expectation value of S²	6.03
molecular weight	721.97	Da
HOMO (alpha / beta)	0.162 / -4.115	eV

Last column: Mulliken charge in e.
Element x y z (Å)
Ir (-1.172, 0.195, -0.168)  -0.01
N (-2.579, -1.511, 2.897)  -0.33
N (-0.027, 1.996, 1.859)  0.19
C (-1.346, -0.126, -2.364)  0.09
C (-2.584, 0.248, -1.714)  0.82
C (-2.930, -0.824, -0.811)  -0.53
C (-4.118, -0.907, 0.090)  -0.90
H (-4.701, 0.011, 0.010)  0.25
H (-3.777, -1.035, 1.121)  0.31
H (-4.734, -1.773, -0.169)  0.32
C (-1.888, -1.811, -0.867)  0.55
C (-1.940, -3.115, -0.126)  -0.54
H (-2.595, -3.840, -0.633)  0.30
H (-2.333, -2.946, 0.882)  0.25
H (-0.943, -3.561, -0.054)  -0.16
C (-0.935, -1.396, -1.850)  0.75
C (0.258, -2.182, -2.315)  -0.98
H (0.652, -2.823, -1.516)  -0.21
H (1.060, -1.517, -2.658)  0.21
H (-0.006, -2.839, -3.160)  0.41
C (-3.394, 1.471, -1.976)  -1.25
H (-4.146, 1.278, -2.747)  0.29
H (-2.743, 2.279, -2.317)  0.21
H (-3.908, 1.777, -1.061)  0.36
C (-0.648, 0.668, -3.424)  -1.19
H (0.428, 0.466, -3.412)  0.24
H (-0.806, 1.739, -3.265)  0.19
H (-1.026, 0.418, -4.423)  0.25
C (-2.542, -2.158, 4.070)  -0.65
H (-3.300, -2.955, 4.172)  0.31
C (-1.591, -1.876, 5.095)  -0.42
H (-1.594, -2.480, 5.995)  0.36
C (-0.679, -0.840, 4.869)  -0.84
H (0.073, -0.574, 5.642)  0.26
C (-0.768, -0.155, 3.662)  0.58
H (-0.163, 0.744, 3.469)  0.56
C (-1.663, -0.535, 2.641)  0.03
C (-1.911, 0.231, 1.480)  -0.30
H (-2.566, 1.183, 1.685)  0.05
C (-0.129, 1.740, 0.538)  -1.15
C (-0.330, 3.321, 1.926)  -1.90
H (-0.824, 3.739, 2.765)  0.47
C (0.076, 3.962, 0.797)  -0.11
H (0.302, 5.022, 0.655)  0.59
N (0.254, 2.919, -0.110)  1.56
C (0.839, 3.157, -1.430)  0.23
C (0.290, 4.199, -2.224)  0.81
C (0.912, 4.482, -3.401)  -0.77
H (0.466, 5.276, -4.031)  0.29
C (2.062, 3.802, -3.841)  0.71
C (2.742, 4.178, -5.111)  -1.57
H (3.156, 3.293, -5.604)  0.37
H (3.572, 4.872, -4.923)  0.28
H (2.040, 4.673, -5.789)  0.38
C (2.574, 2.770, -3.031)  -0.89
H (3.465, 2.207, -3.369)  0.28
C (2.005, 2.451, -1.836)  0.81
C (2.552, 1.385, -0.939)  -1.15
H (2.795, 1.740, 0.076)  0.36
H (3.479, 1.018, -1.409)  0.35
H (1.852, 0.530, -0.858)  -0.04
C (-0.970, 4.884, -1.787)  -2.01
H (-0.814, 5.632, -0.998)  0.36
H (-1.770, 4.198, -1.472)  0.25
H (-1.332, 5.422, -2.673)  0.44
C (0.012, -4.276, 2.654)  -1.32
C (1.060, -3.170, 2.736)  -0.57
P (1.189, -2.153, 1.199)  1.54
C (2.198, -0.717, 1.757)  0.36
C (2.873, -0.830, 3.119)  -1.67
C (2.530, -3.084, 0.312)  -0.92
C (2.200, -4.549, 0.028)  -1.30
H (-0.996, -3.873, 2.503)  -0.05
H (0.008, -4.821, 3.607)  0.46
H (0.215, -5.003, 1.855)  0.31
H (0.818, -2.490, 3.568)  0.20
H (2.056, -3.601, 2.925)  0.66
H (2.948, -0.543, 0.966)  0.52
H (1.511, 0.144, 1.742)  -0.83
H (3.462, -1.753, 3.198)  0.29
H (3.547, 0.027, 3.239)  0.47
H (2.151, -0.791, 3.944)  0.22
H (2.705, -2.539, -0.633)  0.25
H (3.445, -2.977, 0.921)  0.66
H (2.226, -5.159, 0.939)  0.34
H (1.216, -4.691, -0.444)  0.25
H (2.949, -4.947, -0.668)  0.36

Forces on the atoms, in the same order (eV/Å):
Ir 5.1 0.2 -1.9
N -1.6 -2.1 0.2
N -3.3 -0.1 -1.0
C -0.5 0.2 -0.9
C -0.6 -0.8 -1.1
C -0.6 -0.6 -0.8
C 0.0 -0.1 -0.3
H -0.1 -0.1 0.1
H -0.2 0.0 0.0
H -0.1 0.1 -0.1
C -0.9 -0.3 -0.6
C 0.1 0.0 0.0
H 0.0 0.2 0.0
H 0.1 0.0 -0.1
H -0.2 0.1 0.1
C 0.2 0.0 0.0
C -0.1 0.0 0.0
H -0.2 0.3 -0.2
H -0.1 -0.1 0.1
H 0.0 0.2 0.2
C -0.1 -0.1 -0.1
H 0.0 0.1 0.0
H -0.2 0.0 0.1
H 0.1 0.1 -0.1
C 0.0 -0.1 0.0
H -0.1 0.2 0.0
H 0.1 -0.1 -0.1
H 0.0 0.0 0.0
C 1.2 0.5 0.7
H 0.4 0.4 0.2
C -2.2 -1.8 -1.0
H 0.0 0.0 0.0
C 1.2 1.2 0.3
H -0.6 0.0 -0.6
C 0.4 0.6 -0.2
H -0.2 -0.8 0.2
C 1.8 0.3 2.1
C -3.8 2.1 4.9
H 0.8 -1.1 -0.5
C 3.0 0.0 -0.4
C 1.9 0.6 0.7
H 0.3 0.5 1.0
C -0.4 0.1 -0.1
H -0.3 -0.7 -0.3
N 0.4 1.5 -1.9
C -0.4 0.1 0.6
C 0.0 -1.8 2.0
C 0.7 0.6 -1.7
H 0.4 -0.5 0.2
C -0.5 -0.3 1.0
C 0.2 0.2 -0.4
H -0.1 0.2 0.0
H -0.1 -0.1 -0.1
H 0.2 -0.1 0.0
C 0.6 0.5 -1.6
H -0.5 0.4 0.2
C -1.8 0.3 1.8
C 0.6 -0.7 -0.4
H -0.3 -0.1 -0.4
H -0.2 0.0 0.3
H 0.3 0.5 0.1
C -0.4 0.7 -0.8
H -0.1 -0.3 -0.2
H 0.4 0.1 0.1
H -0.2 0.0 0.2
C -0.2 -0.2 0.2
C 0.2 0.0 0.0
P -0.4 0.0 -0.1
C -0.2 0.4 -0.1
C 0.2 0.2 0.0
C 0.1 0.3 0.1
C 0.3 -0.1 -0.2
H 0.3 0.0 0.1
H -0.1 0.0 -0.2
H 0.0 0.2 0.1
H 0.0 -0.2 -0.3
H -0.2 0.0 0.1
H -0.2 -0.1 0.2
H 0.4 -0.2 0.1
H 0.0 0.2 0.1
H 0.0 -0.2 0.1
H 0.1 -0.1 -0.3
H 0.0 -0.2 0.3
H -0.1 -0.3 -0.3
H 0.0 0.2 -0.2
H 0.2 0.1 0.2
H -0.1 -0.1 0.1

***

Entry 3:
Formula: C14H43N5O8
Source: OMol25
Level of theory: ωB97M-V with the def2-TZVPD basis set

multiplicity	2
energy	-1434.62522	Eh
LUMO (alpha / beta)	2.767 / 2.723	eV
gap between HOMO and LUMO (alpha / beta)	3.184 / 9.192	eV
charge	-1
expectation value of S²	0.75
molecular weight	409.52	Da
HOMO (alpha / beta)	-0.417 / -6.470	eV

Last column: Mulliken charge in e.
Element x y z (Å)
N (1.772, 2.580, -1.549)  -2.39
H (2.590, 2.002, -1.416)  0.29
H (2.094, 3.530, -1.665)  1.55
H (1.095, 2.513, -0.803)  0.08
H (1.317, 2.263, -2.393)  0.62
N (-0.632, 0.186, -0.344)  0.50
O (-0.574, -0.937, 0.220)  -0.54
O (-1.348, 0.311, -1.301)  -0.73
O (0.118, 1.092, -0.016)  -0.36
C (-3.623, -2.091, 1.710)  0.07
C (-3.284, -3.360, 1.004)  -0.27
O (-1.829, -3.488, 0.829)  -0.51
O (-3.575, -2.135, 3.100)  -0.57
H (-4.510, -1.542, 1.394)  0.34
H (-2.880, -1.378, 1.355)  -0.19
H (-3.691, -3.481, -0.001)  0.28
H (-3.665, -4.247, 1.510)  0.27
H (-1.531, -2.595, 0.639)  0.44
H (-2.652, -2.299, 3.310)  0.31
C (-4.901, 3.793, -0.329)  -1.32
C (-4.248, 2.738, -1.328)  0.42
C (-2.844, 3.134, -1.859)  -0.60
O (-2.779, 4.501, -2.460)  -0.27
C (-3.560, 4.764, -3.636)  -0.87
N (-4.027, 1.521, -0.578)  -0.51
H (-4.812, 4.737, -0.865)  0.29
H (-4.394, 3.989, 0.616)  0.32
H (-5.967, 3.677, -0.130)  0.35
H (-4.985, 2.550, -2.109)  0.22
H (-2.408, 2.442, -2.580)  0.36
H (-2.087, 3.200, -1.077)  0.27
H (-4.584, 5.040, -3.385)  0.29
H (-3.599, 4.087, -4.489)  0.32
H (-3.203, 5.650, -4.163)  0.30
H (-4.680, 0.843, -0.944)  0.21
H (-3.061, 1.296, -0.772)  0.14
C (-0.370, 0.461, 3.741)  -1.41
C (0.962, -0.223, 3.821)  0.60
C (0.703, -1.830, 3.611)  -0.57
O (1.931, -2.511, 3.966)  -0.39
C (2.035, -3.964, 3.941)  -0.71
N (1.868, 0.356, 2.771)  -0.74
H (-0.792, 0.577, 2.743)  0.14
H (-0.198, 1.467, 4.123)  0.38
H (-1.067, -0.080, 4.382)  0.40
H (1.360, -0.040, 4.819)  0.29
H (0.500, -2.069, 2.567)  0.22
H (-0.105, -2.203, 4.240)  0.46
H (1.418, -4.369, 4.743)  0.26
H (3.107, -4.011, 4.132)  0.27
H (1.844, -4.290, 2.919)  0.27
H (1.307, 0.781, 2.046)  0.23
H (2.414, -0.397, 2.378)  0.29
C (3.324, -2.834, -0.890)  -1.24
C (3.762, -1.367, -1.221)  0.21
C (4.745, -1.321, -2.453)  -1.05
O (5.404, -0.084, -2.773)  -0.13
C (6.383, -0.137, -3.831)  -0.83
N (2.590, -0.517, -1.468)  -0.17
H (2.773, -3.349, -1.677)  0.34
H (2.686, -2.797, -0.007)  0.20
H (4.127, -3.508, -0.591)  0.44
H (4.263, -1.040, -0.310)  0.11
H (4.245, -1.676, -3.354)  0.40
H (5.607, -1.913, -2.145)  0.37
H (5.973, -0.778, -4.611)  0.30
H (7.373, -0.531, -3.601)  0.28
H (6.448, 0.859, -4.270)  0.27
H (1.887, -0.793, -0.798)  0.05
H (2.441, -0.756, -2.437)  0.34

Forces on the atoms, in the same order (eV/Å):
N 0.3 0.2 0.1
H 0.5 -0.8 0.4
H 0.2 1.2 -0.3
H -0.4 -0.4 0.8
H -0.5 -0.2 -1.2
N 0.7 -2.1 0.1
O 0.3 0.0 0.9
O -2.0 0.6 -2.0
O 1.0 1.3 1.5
C 0.3 1.6 -1.2
C 1.1 -1.2 -1.0
O -1.5 -0.5 1.0
O -0.1 -0.4 0.8
H -0.6 -0.8 0.1
H 0.4 0.2 -0.1
H -0.4 0.7 -0.1
H 0.3 0.0 0.5
H 0.4 0.5 -0.4
H 0.1 0.0 0.3
C 0.8 0.9 -1.8
C -0.1 1.2 2.0
C -0.6 2.4 -1.2
O -0.4 -1.0 -0.7
C -0.1 0.6 0.3
N -0.2 -0.2 -0.1
H -0.2 0.4 0.0
H 0.3 -0.7 -0.1
H 0.0 -0.6 -0.1
H 0.2 0.3 -0.4
H -0.5 -0.3 -0.1
H -0.4 0.0 0.4
H -0.3 -0.3 0.2
H 0.3 -1.1 0.5
H 0.6 0.3 0.6
H 0.6 -0.6 0.2
H -0.1 -1.3 0.2
C -0.2 0.6 0.5
C -0.1 -2.0 -2.0
C 1.8 0.8 0.4
O -0.2 0.3 0.2
C 0.3 2.8 -0.3
N -0.4 -0.6 1.5
H 0.1 -0.4 -0.1
H -0.4 0.2 0.1
H -0.3 0.3 0.0
H 0.3 -0.4 0.0
H -0.4 0.4 -0.2
H -0.2 0.1 0.2
H 0.0 -0.5 -0.3
H -0.1 -0.9 0.2
H -0.4 -0.6 0.2
H -0.1 -0.2 -0.3
H 0.2 0.1 -0.2
C 0.3 0.2 0.0
C 0.5 -0.2 -0.3
C 1.2 0.2 1.0
O -0.1 0.9 0.3
C -1.7 -0.4 -0.1
N 1.8 -0.2 -0.1
H -0.1 0.3 -0.2
H -0.2 0.1 -0.1
H 0.4 0.2 -0.1
H 0.3 0.3 -0.1
H -0.1 -0.4 -0.1
H -0.3 -1.1 -0.3
H 0.0 -0.2 -0.3
H 0.0 0.0 0.7
H 0.1 0.0 0.3
H -0.8 0.0 -0.5
H -1.5 0.3 0.0

***

Number 1: F_max 2.30 eV/A. Number 2: F_max 6.58 eV/A. Number 3: F_max 2.90 eV/A.